Molecular formula: C42H50N6O4ScSe3
Method: DFT, the ωB97M-V functional and the def2-TZVPD basis

Geometry as XYZ:
```
106
Properties=species:S:1:pos:R:3:forces:R:3:lowdin_charge:R:1
Sc 1.43967 0.05665 1.86072 1.539 1.519 1.689 0.7834
C 4.01072 0.48241 4.34169 0.156 0.157 -0.088 -0.0661
O 2.93825 -0.28910 3.80462 -0.388 -0.007 0.189 -0.2059
C 2.56098 -1.38316 4.56480 -0.352 -0.092 -0.058 -0.2048
C 3.36590 -1.99839 5.50470 0.199 0.001 -0.003 -0.0064
C 2.87677 -3.09416 6.20387 -0.035 0.002 0.007 -0.0610
C 1.59803 -3.57420 5.96375 0.013 -0.045 0.006 -0.0671
C 0.78125 -2.94040 5.04504 0.013 0.142 -0.130 0.0071
C 1.25564 -1.83498 4.34630 0.261 -0.216 0.336 -0.1683
N 0.51163 -1.05776 3.44818 -0.953 -0.369 -0.211 -0.0318
N -0.72499 -1.34917 3.34380 0.350 -0.098 0.662 0.1450
C -1.57082 -0.54718 2.66155 0.092 0.549 -0.482 -0.1448
C -1.22915 0.77376 2.23334 -0.800 -0.617 0.429 -0.3661
O -0.01566 1.22066 2.30603 -0.822 0.819 0.309 -0.1803
C -2.28285 1.60903 1.75760 0.109 0.279 0.060 -0.0195
C -3.53853 1.13496 1.57897 0.028 0.086 0.061 -0.0012
C -3.89555 -0.20378 1.90895 0.125 -0.262 0.084 -0.1723
C -5.19610 -0.69568 1.69517 -0.088 0.035 -0.059 -0.0312
C -5.52392 -1.98045 2.04336 -0.059 -0.038 -0.038 -0.0738
C -4.55295 -2.81868 2.60880 0.134 0.036 0.017 -0.0632
C -3.27434 -2.36206 2.82339 -0.028 0.002 -0.001 -0.0196
C -2.91897 -1.04571 2.47998 -0.020 0.034 -0.048 -0.1034
H 3.84074 0.68550 5.39945 -0.072 -0.045 -0.008 0.1173
H 4.01885 1.41572 3.78837 0.048 -0.040 -0.015 0.0442
H 4.96470 -0.03047 4.21120 -0.029 -0.016 -0.045 0.0913
H 4.37000 -1.64972 5.70152 -0.029 0.028 -0.022 0.1148
H 3.50104 -3.56497 6.95088 0.029 -0.033 -0.045 0.1120
H 1.23649 -4.44285 6.49662 -0.017 0.034 0.031 0.1106
H -0.22985 -3.27309 4.86277 -0.011 -0.018 0.012 0.1102
H -2.02683 2.62908 1.50102 0.043 -0.018 -0.015 0.1238
H -4.30821 1.77909 1.16671 0.014 0.033 0.007 0.1276
H -5.93575 -0.03965 1.25022 -0.003 0.007 0.018 0.1172
H -6.52824 -2.35304 1.89127 -0.003 0.030 -0.038 0.1066
H -4.81021 -3.83590 2.87338 -0.009 0.007 0.027 0.1079
H -2.52264 -3.00408 3.25818 -0.018 -0.056 -0.015 0.1036
C 3.34486 3.89337 2.86605 -0.147 -0.313 -0.043 -0.3426
Se 2.80052 2.60880 1.48656 0.525 0.505 0.003 1.0239
C 4.56987 2.41766 0.62555 -0.237 -0.279 -0.011 -0.4763
C 5.49001 1.29877 1.08229 -0.143 -0.339 0.124 -0.4874
Se 4.72766 -0.52735 1.09313 0.679 0.161 -0.172 1.0205
C 6.42095 -1.41407 1.49769 -0.167 0.116 -0.002 -0.3645
H 3.37119 4.88921 2.43506 0.001 -0.021 -0.052 0.0302
H 4.32366 3.62186 3.25340 -0.011 0.010 0.045 0.0261
H 2.60536 3.85559 3.66212 0.016 0.014 0.019 0.0334
H 5.06612 3.37552 0.77720 -0.051 0.043 -0.028 0.0775
H 4.34910 2.31977 -0.43297 -0.022 0.025 -0.011 0.0408
H 5.87220 1.47348 2.08846 0.017 0.072 -0.009 0.0613
H 6.33316 1.24332 0.39311 0.055 0.112 0.059 0.0762
H 6.92114 -0.93847 2.33863 -0.019 -0.021 0.032 0.0245
H 7.05817 -1.39247 0.61783 0.020 0.013 0.017 0.0254
H 6.18072 -2.44534 1.74466 0.023 0.002 0.025 0.0240
O 1.46400 -1.73167 1.06566 0.191 -1.000 -1.100 -0.1975
N 1.84801 -1.86383 -0.16540 0.026 -0.372 -0.166 0.0514
N 2.23144 -0.79038 -0.69611 0.171 -0.217 0.353 -0.2823
O 2.29001 0.32635 0.00855 -0.082 -0.448 -0.911 -0.4512
C 2.68203 -0.80230 -2.05072 0.179 -0.025 -0.577 -0.1896
C 2.42212 -1.90582 -2.85680 -0.088 0.035 0.209 -0.0066
C 2.90447 -1.91680 -4.15258 0.029 -0.032 -0.004 -0.0631
C 3.64622 -0.84776 -4.63806 0.024 0.066 -0.032 -0.0662
C 3.87728 0.25508 -3.83125 -0.019 -0.038 0.009 -0.0585
C 3.38570 0.28580 -2.53628 -0.093 0.070 0.182 -0.0041
H 1.85093 -2.73276 -2.46152 -0.003 -0.029 -0.050 0.1142
H 2.70329 -2.77057 -4.78563 0.005 -0.002 0.008 0.1118
H 4.03876 -0.87057 -5.64581 -0.030 -0.011 -0.007 0.1103
H 4.44527 1.09901 -4.19899 -0.025 -0.008 -0.043 0.1118
H 3.53020 1.15177 -1.91163 0.014 -0.006 0.047 0.0957
C -1.43962 -2.97095 -4.69482 -0.138 0.086 0.039 -0.1027
C -2.40884 -2.28531 -3.73572 0.149 -0.128 0.064 -0.2570
C -1.94073 -2.40474 -2.28856 -0.206 0.135 -0.145 -0.2009
C -2.87275 -1.72687 -1.28717 0.289 -0.222 -0.028 -0.1373
N -3.07677 -0.30500 -1.54160 0.012 0.220 0.070 -0.0013
C -2.16128 0.67460 -1.34120 -0.104 -0.157 0.117 -0.5956
Se -0.43518 0.43856 -0.75844 -0.160 0.294 -0.729 0.9272
N -2.74861 1.86600 -1.62877 0.059 -0.306 0.039 -0.0124
C -2.12809 3.17878 -1.55235 0.103 0.261 -0.219 -0.1518
C -1.91886 3.80808 -2.93328 0.004 -0.236 -0.012 -0.1763
C -0.90941 3.07134 -3.81454 0.056 0.081 0.124 -0.2480
C 0.53708 3.26976 -3.36991 -0.110 -0.048 0.003 -0.1075
C -4.06594 1.64356 -2.00115 -0.150 -0.103 -0.039 -0.1507
C -5.08006 2.51693 -2.36805 0.051 0.056 0.043 -0.0031
C -6.30653 1.96203 -2.69114 -0.038 0.072 -0.006 -0.0741
C -6.51420 0.58283 -2.65046 0.006 -0.053 0.031 -0.0747
C -5.50443 -0.28807 -2.27516 -0.010 -0.080 0.006 -0.0010
C -4.27627 0.26545 -1.94554 -0.041 0.163 -0.118 -0.1498
H -1.79555 -2.90103 -5.72265 0.059 -0.022 -0.017 0.0729
H -1.32951 -4.02754 -4.44451 0.023 -0.009 -0.021 0.0757
H -0.45574 -2.50118 -4.64004 0.034 -0.017 -0.020 0.0626
H -3.40228 -2.73302 -3.83771 -0.037 0.068 -0.016 0.1113
H -2.49379 -1.22848 -4.00630 -0.074 -0.007 0.004 0.1072
H -0.94233 -1.97729 -2.19297 0.054 -0.008 0.042 0.0625
H -1.87453 -3.45887 -2.00476 0.014 -0.002 0.009 0.1250
H -2.47343 -1.84142 -0.27908 -0.044 0.069 0.073 0.1123
H -3.85435 -2.19789 -1.31888 -0.038 0.059 0.070 0.1219
H -1.17808 3.06258 -1.03377 -0.032 -0.076 0.064 0.0811
H -2.77712 3.82068 -0.95183 -0.004 -0.043 0.058 0.1293
H -1.57914 4.83597 -2.78418 -0.081 0.037 0.019 0.1196
H -2.88187 3.84946 -3.44732 0.019 0.092 0.000 0.0995
H -1.01654 3.43967 -4.83676 -0.049 -0.069 -0.017 0.1089
H -1.14476 2.00239 -3.82958 -0.012 0.004 -0.055 0.1000
H 0.78906 4.33274 -3.33991 0.026 -0.024 -0.021 0.0765
H 1.21173 2.77394 -4.06786 0.083 0.016 0.021 0.0690
H 0.71041 2.84137 -2.38173 0.028 -0.014 0.034 0.0343
H -4.92319 3.58639 -2.40084 -0.010 -0.006 -0.009 0.1127
H -7.11940 2.61185 -2.98569 0.003 -0.003 0.005 0.1086
H -7.48384 0.18491 -2.91676 0.003 -0.003 0.000 0.1083
H -5.67484 -1.35565 -2.24743 0.006 0.007 0.002 0.1125
```
Forces are in eV/Å.

* 2S+1: 1
* ΔE to the lowest compared entry with this formula, charge and spin: 1.461 eV
* HOMO-LUMO gap: 6.4 eV
* molar mass: 984.7 Da
* charge: +1
* lowest unoccupied orbital energy: -3.16 eV
* E: -10224.834528 a.u.


Molecular formula: C42H50N6O4ScSe3
Method: DFT, the ωB97M-V functional and the def2-TZVPD basis

Geometry as XYZ:
```
106
Properties=species:S:1:pos:R:3:forces:R:3:lowdin_charge:R:1
Sc -1.34206 1.58606 -0.23673 0.237 0.023 0.713 0.8760
C -3.15040 0.22086 2.38295 0.071 -0.012 -0.021 -0.0176
O -2.54073 0.01611 1.09731 -0.153 0.126 -0.276 -0.2140
C -2.74572 -1.21497 0.51426 -0.038 -0.148 0.039 -0.2261
C -3.10988 -2.34532 1.23088 0.039 0.074 -0.035 -0.0088
C -3.30245 -3.54190 0.55525 0.052 -0.044 0.009 -0.0629
C -3.12770 -3.61172 -0.82007 -0.006 0.004 0.043 -0.0686
C -2.76823 -2.47825 -1.53023 -0.007 -0.071 0.032 -0.0175
C -2.57962 -1.27248 -0.86809 0.048 0.116 -0.026 -0.1738
N -2.22340 -0.05229 -1.51688 -0.039 -0.075 -0.189 -0.0058
N -2.40473 -0.10251 -2.77447 0.068 0.183 0.058 0.1113
C -2.14502 0.94984 -3.58773 -0.053 -0.324 0.033 -0.1651
C -1.83452 2.25401 -3.15009 0.103 0.224 0.226 -0.3167
O -1.72424 2.56523 -1.89862 -0.126 -0.179 -0.204 -0.1464
C -1.64908 3.28850 -4.11483 -0.033 -0.033 -0.082 0.0109
C -1.74016 3.01662 -5.43886 0.004 0.037 0.041 0.0047
C -2.03549 1.70735 -5.92744 -0.004 -0.015 -0.051 -0.1692
C -2.11162 1.45553 -7.31271 0.006 0.038 0.070 -0.0255
C -2.40775 0.20330 -7.77709 -0.014 -0.043 0.022 -0.0701
C -2.64155 -0.83316 -6.85914 -0.005 -0.024 -0.089 -0.0632
C -2.56888 -0.61295 -5.50761 0.005 0.088 0.076 -0.0337
C -2.26007 0.66762 -5.00619 -0.020 0.025 -0.116 -0.1060
H -4.19084 -0.10043 2.34128 0.006 0.033 0.015 0.1176
H -3.09049 1.28368 2.57955 -0.012 -0.033 0.019 0.0849
H -2.61325 -0.34386 3.14347 0.048 -0.016 0.041 0.0882
H -3.25016 -2.29885 2.30074 -0.003 -0.033 0.010 0.1165
H -3.58556 -4.42265 1.11553 -0.007 -0.012 -0.004 0.1142
H -3.28345 -4.54672 -1.34071 0.007 -0.005 -0.003 0.1107
H -2.64154 -2.51004 -2.60268 0.002 0.013 0.001 0.1036
H -1.43169 4.28135 -3.74466 -0.004 -0.001 0.016 0.1286
H -1.58999 3.80835 -6.16352 0.010 0.014 -0.003 0.1253
H -1.93585 2.27371 -7.99979 0.003 0.007 -0.018 0.1166
H -2.46947 0.01148 -8.83901 0.001 -0.005 -0.016 0.1075
H -2.88653 -1.82203 -7.22442 -0.001 -0.005 -0.002 0.1085
H -2.75855 -1.41903 -4.81495 0.000 -0.011 0.009 0.0977
C 0.70520 -1.26567 -3.77388 -0.078 -0.048 -0.069 -0.3569
Se 1.10818 0.22365 -2.58945 0.018 -0.138 0.045 0.9017
C 1.62785 1.46050 -4.00004 0.035 0.118 -0.017 -0.5156
C 2.36548 2.65785 -3.41540 0.047 0.001 -0.082 -0.5273
Se 1.60048 3.31804 -1.73771 -0.075 0.049 0.047 0.9165
C 3.05053 2.82135 -0.54102 0.020 -0.062 0.011 -0.3817
H 0.09166 -0.92699 -4.60770 0.011 0.035 0.028 0.0177
H 0.13040 -1.99264 -3.20313 0.002 -0.046 0.034 0.0078
H 1.61653 -1.72909 -4.14543 0.006 0.019 0.021 0.0301
H 0.73743 1.76815 -4.54910 -0.027 -0.035 0.066 0.0525
H 2.28136 0.91313 -4.68025 -0.023 0.024 -0.019 0.0767
H 2.34717 3.48528 -4.12296 0.041 -0.004 -0.008 0.0627
H 3.40647 2.41234 -3.21089 -0.018 0.000 0.047 0.0691
H 3.90624 3.47721 -0.67807 -0.007 -0.001 -0.018 0.0294
H 3.32415 1.78305 -0.71467 -0.004 -0.014 0.005 0.0108
H 2.66668 2.91890 0.47310 -0.009 0.029 -0.001 0.0068
O -2.60193 2.71199 0.94995 -0.103 0.092 -0.053 -0.2070
N -2.21844 3.78952 1.55960 0.032 -0.147 -0.089 0.0638
N -0.97765 3.96839 1.43353 -0.057 0.165 0.065 -0.1877
O -0.24735 3.14556 0.73574 0.034 0.025 -0.238 -0.2828
C -0.35581 5.12340 2.03138 -0.020 -0.181 -0.067 -0.1593
C -0.89426 5.66871 3.18489 0.075 0.096 -0.014 -0.0097
C -0.28162 6.78858 3.72479 -0.032 -0.047 -0.015 -0.0631
C 0.84402 7.33207 3.12007 -0.015 0.020 0.059 -0.0693
C 1.36595 6.75890 1.97104 0.020 -0.045 -0.079 -0.0571
C 0.76696 5.64028 1.41096 0.009 0.117 0.113 0.0009
H -1.76877 5.23138 3.64251 -0.014 -0.019 -0.002 0.1139
H -0.68554 7.23038 4.62486 0.009 0.024 0.011 0.1105
H 1.31652 8.20463 3.54956 0.007 0.010 0.007 0.1097
H 2.24123 7.18364 1.49910 0.006 0.015 0.004 0.1118
H 1.14951 5.18933 0.50751 -0.008 -0.022 -0.015 0.0795
C 3.80612 -1.53841 5.55557 0.054 0.025 0.025 -0.1021
C 2.36308 -1.81948 5.16329 -0.021 -0.026 0.000 -0.2631
C 1.61814 -0.54905 4.77264 -0.031 0.031 0.031 -0.1885
C 0.19374 -0.78529 4.28654 -0.048 -0.063 0.020 -0.1593
N 0.14004 -1.69002 3.13805 -0.205 0.073 -0.118 -0.0102
C 0.38188 -1.34597 1.85285 0.228 -0.077 0.119 -0.5717
Se 0.72979 0.41884 1.33858 0.024 -0.076 -0.126 0.8241
N 0.37785 -2.47444 1.11123 -0.058 0.205 0.115 0.0072
C 0.76191 -2.58088 -0.28977 0.048 0.132 0.007 -0.1474
C 2.02238 -3.42312 -0.48907 0.012 -0.003 -0.070 -0.1640
C 3.23117 -2.97223 0.32940 -0.075 -0.013 0.036 -0.2373
C 3.79140 -1.62250 -0.09728 0.080 0.022 -0.065 -0.1034
C 0.07254 -3.55460 1.92469 -0.060 -0.112 0.019 -0.1544
C -0.09999 -4.90341 1.63701 -0.069 0.040 0.024 0.0025
C -0.42304 -5.72913 2.69623 -0.014 -0.024 0.008 -0.0633
C -0.56577 -5.23109 3.99837 0.012 -0.031 -0.007 -0.0629
C -0.39452 -3.88995 4.28347 -0.026 0.007 -0.078 0.0015
C -0.08363 -3.05882 3.21289 0.133 -0.059 0.056 -0.1591
H 4.32725 -2.45216 5.83830 -0.004 -0.018 0.000 0.0743
H 3.85980 -0.85121 6.40130 -0.018 0.009 0.011 0.0772
H 4.35454 -1.08465 4.72823 -0.007 0.003 -0.019 0.0757
H 1.84327 -2.30798 5.99364 -0.011 -0.007 0.001 0.1115
H 2.34655 -2.53084 4.33207 0.023 0.008 -0.013 0.1009
H 2.17042 -0.01015 3.99905 0.003 -0.020 -0.042 0.0939
H 1.55800 0.12176 5.63407 0.017 0.020 0.000 0.1262
H -0.27425 0.15151 3.98756 0.015 0.018 0.005 0.0924
H -0.41589 -1.24094 5.06847 0.005 0.014 -0.001 0.1263
H 0.92526 -1.55634 -0.62168 0.003 -0.010 -0.048 0.0222
H -0.08729 -2.99007 -0.83744 -0.003 -0.047 -0.068 0.1184
H 2.26458 -3.36895 -1.55475 0.001 0.001 -0.013 0.1191
H 1.80796 -4.47334 -0.28223 0.005 0.038 0.026 0.0984
H 4.00747 -3.73421 0.23825 -0.005 -0.011 -0.023 0.1128
H 2.96606 -2.95043 1.39214 -0.008 0.007 0.016 0.1012
H 4.07385 -1.63722 -1.15235 0.012 -0.013 -0.003 0.0775
H 4.67975 -1.36961 0.48224 0.007 -0.007 0.009 0.0778
H 3.07248 -0.81508 0.03481 -0.075 0.027 0.024 0.0095
H -0.00541 -5.28734 0.63180 -0.007 -0.017 0.003 0.1150
H -0.56939 -6.78548 2.51713 0.003 -0.005 0.007 0.1109
H -0.81016 -5.91486 4.79944 -0.005 -0.003 0.005 0.1109
H -0.49590 -3.51507 5.29167 -0.002 0.012 0.012 0.1134
```
Forces are in eV/Å.

* 2S+1: 1
* ΔE to the lowest compared entry with this formula, charge and spin: 0.228 eV
* HOMO-LUMO gap: 6.8 eV
* molar mass: 984.7 Da
* charge: +1
* lowest unoccupied orbital energy: -3.29 eV
* E: -10224.879832 a.u.